Entry 1:
ORCA calculation (the ωB97M-V functional and the def2-TZVPD basis) on C22H26N2O4S in the gas phase at a distorted geometry.

Bonds (Å) are listed after each position.
Atoms and positions in Å:
1 C -5.7144 1.8430 -1.9918  C2 1.523, H30 1.087, H31 1.087, H32 1.089
2 C -5.4392 0.5966 -1.1607  C1 1.523, C3 1.530, H33 1.091, H34 1.092
3 C -4.2572 0.8130 -0.2134  C2 1.530, N4 1.443, H35 1.094, H36 1.093
4 N -3.9236 -0.3485 0.5758  C3 1.443, C5 1.444, S8 1.655
5 C -4.7719 -0.7777 1.6621  N4 1.444, C6 1.539, H37 1.096, H38 1.090
6 C -4.6069 0.0862 2.9244  C5 1.539, C7 1.525, H39 1.092, H40 1.091
7 C -5.7151 1.1208 3.0921  C6 1.525, H41 1.088, H42 1.087, H43 1.088
8 S -2.8719 -1.4161 -0.1275  N4 1.655, O9 1.435, O10 1.434, C11 1.795
9 O -3.0070 -1.4041 -1.5563  S8 1.435
10 O -2.9589 -2.6705 0.5621  S8 1.434
11 C -1.2975 -0.6588 0.2837  S8 1.795, C12 1.382, C29 1.381
12 C -0.8964 -0.6564 1.6059  C11 1.382, C13 1.383, H44 1.078
13 C 0.3068 -0.0669 1.9477  C12 1.383, C14 1.393, H45 1.080
14 C 1.1115 0.4947 0.9596  C13 1.393, C15 1.494, C28 1.392
15 C 2.3833 1.1672 1.3643  C14 1.494, O16 1.215, N17 1.367
16 O 2.4142 1.9713 2.2742  C15 1.215
17 N 3.4942 0.8768 0.6229  C15 1.367, C18 1.453, C27 1.396
18 C 4.6680 1.7248 0.7423  N17 1.453, C19 1.522, H46 1.092, H47 1.096
19 C 4.9408 2.3874 -0.6003  C18 1.522, C20 1.517, H48 1.090, H49 1.095
20 C 5.0596 1.3664 -1.7166  C19 1.517, O21 1.210, C22 1.477
21 O 5.6244 1.6166 -2.7569  C20 1.210
22 C 4.4077 0.0665 -1.4571  C20 1.477, C23 1.395, C27 1.405
23 C 4.5607 -0.9602 -2.3892  C22 1.395, C24 1.379, H50 1.080
24 C 3.9539 -2.1837 -2.2000  C23 1.379, C25 1.388, H51 1.079
25 C 3.1980 -2.4017 -1.0563  C24 1.388, C26 1.382, H52 1.079
26 C 3.0384 -1.4006 -0.1171  C25 1.382, C27 1.393, H53 1.079
27 C 3.6178 -0.1497 -0.3156  N17 1.396, C22 1.405, C26 1.393
28 C 0.6827 0.5092 -0.3649  C14 1.392, C29 1.384, H54 1.080
29 C -0.5280 -0.0709 -0.7011  C11 1.381, C28 1.384, H55 1.079
30 H -6.5561 1.6754 -2.6587  C1 1.087
31 H -4.8453 2.0979 -2.5934  C1 1.087
32 H -5.9485 2.6899 -1.3494  C1 1.089
33 H -5.1991 -0.2445 -1.8120  C2 1.091
34 H -6.3290 0.3405 -0.5825  C2 1.092
35 H -4.4532 1.6518 0.4604  C3 1.094
36 H -3.3664 1.0502 -0.8001  C3 1.093
37 H -5.8228 -0.7906 1.3527  C5 1.096
38 H -4.4686 -1.8056 1.8636  C5 1.090
39 H -3.6372 0.5856 2.8800  C6 1.092
40 H -4.6063 -0.5638 3.8009  C6 1.091
41 H -5.5529 1.7036 3.9961  C7 1.088
42 H -5.7505 1.8045 2.2482  C7 1.087
43 H -6.6820 0.6289 3.1734  C7 1.088
44 H -1.5275 -1.1242 2.3445  C12 1.078
45 H 0.6416 -0.0416 2.9738  C13 1.080
46 H 4.4644 2.4636 1.5200  C18 1.092
47 H 5.5242 1.1119 1.0446  C18 1.096
48 H 5.8498 2.9887 -0.5658  C19 1.090
49 H 4.1148 3.0563 -0.8633  C19 1.095
50 H 5.1676 -0.7612 -3.2597  C23 1.080
51 H 4.0741 -2.9699 -2.9287  C24 1.079
52 H 2.7386 -3.3633 -0.8863  C25 1.079
53 H 2.4736 -1.5916 0.7817  C26 1.079
54 H 1.2882 0.9746 -1.1286  C28 1.080
55 H -0.8838 -0.0899 -1.7192  C29 1.079

Total charge: 0
SMILES string: CCCN(CCC)S(=O)(=O)c1ccc(C(=O)N2CCC(=O)c3ccccc32)cc1
Spin multiplicity: 1


Entry 2:
ORCA calculation (the ωB97M-V functional and the def2-TZVPD basis) on C22H26N2O6S in the gas phase.

Bonds (Å) are listed after each position.
Atoms and positions in Å:
1 C 4.1288 1.7344 -1.3358  C2 1.524, H32 1.087, H33 1.086, H34 1.087
2 C 4.5956 0.8438 -0.1911  C1 1.524, O3 1.420, H35 1.096, H36 1.094
3 O 3.9195 1.1151 1.0277  C2 1.420, C4 1.347
4 C 2.7079 0.5840 1.2808  O3 1.347, C5 1.403, C31 1.395
5 C 2.1753 0.9016 2.5395  C4 1.403, C6 1.377, H37 1.078
6 C 0.9550 0.3992 2.9324  C5 1.377, C7 1.385, H38 1.079
7 C 0.2498 -0.4245 2.0709  C6 1.385, S8 1.783, C30 1.378
8 S -1.3413 -1.0581 2.5679  C7 1.783, O9 1.437, O10 1.431, N11 1.664
9 O -1.6497 -2.2153 1.7745  S8 1.437
10 O -1.3797 -1.1360 3.9959  S8 1.431
11 N -2.4876 0.0613 2.1193  S8 1.664, C12 1.435, H39 1.005
12 C -2.5453 1.3740 2.6957  N11 1.435, C13 1.542, H40 1.091, H41 1.094
13 C -1.6287 2.4068 2.0092  C12 1.542, C14 1.512, H42 1.089, H43 1.091
14 C -1.8925 2.4334 0.5202  C13 1.512, O15 1.203, O16 1.336
15 O -2.9553 2.6638 0.0061  C14 1.203
16 O -0.7839 2.1178 -0.1552  C14 1.336, C17 1.439
17 C -0.8147 2.1870 -1.5924  O16 1.439, C18 1.522, C19 1.539, H44 1.097
18 C -0.1937 3.5009 -2.0457  C17 1.522, H45 1.087, H46 1.086, H47 1.087
19 C 0.0094 0.9942 -2.1091  C17 1.539, O20 1.216, N21 1.349
20 O 1.1498 1.1517 -2.5004  C19 1.216
21 N -0.6072 -0.2052 -2.0845  C19 1.349, C22 1.462, C29 1.407
22 C -1.9787 -0.4533 -1.6435  N21 1.462, C23 1.537, H48 1.097, H49 1.090
23 C -2.0981 -1.9760 -1.4684  C22 1.537, C24 1.498, H50 1.095, H51 1.090
24 C -0.8523 -2.4884 -2.1238  C23 1.498, C25 1.377, C29 1.395
25 C -0.4726 -3.7867 -2.3835  C24 1.377, C26 1.389, H52 1.079
26 C 0.7601 -4.0156 -2.9815  C25 1.389, C27 1.384, H53 1.079
27 C 1.5896 -2.9566 -3.3074  C26 1.384, C28 1.388, H54 1.080
28 C 1.2183 -1.6442 -3.0479  C27 1.388, C29 1.383, H55 1.077
29 C -0.0101 -1.4253 -2.4514  N21 1.407, C24 1.395, C28 1.383
30 C 0.7674 -0.7626 0.8392  C7 1.378, C31 1.384, H56 1.077
31 C 1.9902 -0.2592 0.4318  C4 1.395, C30 1.384, H57 1.078
32 H 4.2156 2.7787 -1.0459  C1 1.087
33 H 4.7556 1.5602 -2.2059  C1 1.086
34 H 3.0960 1.5322 -1.6064  C1 1.087
35 H 4.5053 -0.2164 -0.4528  C2 1.096
36 H 5.6446 1.0541 0.0394  C2 1.094
37 H 2.7536 1.5395 3.1889  C5 1.078
38 H 0.5444 0.6132 3.9068  C6 1.079
39 H -2.7971 -0.0243 1.1669  N11 1.005
40 H -2.2580 1.2539 3.7414  C12 1.091
41 H -3.5798 1.7272 2.6461  C12 1.094
42 H -0.5770 2.1755 2.1719  C13 1.089
43 H -1.8538 3.3942 2.4150  C13 1.091
44 H -1.8580 2.1268 -1.9251  C17 1.097
45 H -0.7569 4.3366 -1.6377  C18 1.087
46 H -0.2057 3.5529 -3.1306  C18 1.086
47 H 0.8366 3.5534 -1.7043  C18 1.087
48 H -2.6750 -0.0891 -2.4085  C22 1.097
49 H -2.1825 0.0749 -0.7123  C22 1.090
50 H -2.1125 -2.2611 -0.4115  C23 1.095
51 H -3.0002 -2.3695 -1.9360  C23 1.090
52 H -1.1223 -4.6076 -2.1222  C25 1.079
53 H 1.0717 -5.0270 -3.1930  C26 1.079
54 H 2.5439 -3.1487 -3.7745  C27 1.080
55 H 1.8627 -0.8218 -3.3079  C28 1.077
56 H 0.2190 -1.4477 0.2147  C30 1.077
57 H 2.3663 -0.5293 -0.5413  C31 1.078

Total charge: 0
SMILES string: CCOc1ccc(S(=O)(=O)NCCC(=O)O[C@@H](C)C(=O)N2CCc3ccccc32)cc1
Spin multiplicity: 1


Entry 3:
ORCA calculation (the ωB97M-V functional and the def2-TZVPD basis) on C22H26N4O3 in the gas phase.

Bonds (Å) are listed after each position.
Atoms and positions in Å:
1 C -6.3357 -3.6772 0.1275  O2 1.408, H30 1.095, H31 1.095, H32 1.089
2 O -6.4098 -2.3704 0.6455  C1 1.408, C3 1.358
3 C -5.3908 -1.5088 0.3913  O2 1.358, C4 1.391, C29 1.397
4 C -4.2580 -1.8088 -0.3589  C3 1.391, C5 1.384, H33 1.078
5 C -3.2816 -0.8481 -0.5538  C4 1.384, C6 1.388, H34 1.080
6 C -3.4138 0.4185 -0.0007  C5 1.388, N7 1.406, C28 1.393
7 N -2.4036 1.3760 -0.1967  C6 1.406, C8 1.380, C27 1.376
8 C -2.5287 2.6541 -0.7006  N7 1.380, C9 1.483, N10 1.298
9 C -3.8310 3.2287 -1.1159  C8 1.483, H35 1.086, H36 1.090, H37 1.088
10 N -1.3924 3.2740 -0.7997  C8 1.298, C11 1.371
11 C -0.4373 2.4019 -0.3448  N10 1.371, C12 1.387, C27 1.416
12 C 0.9373 2.5471 -0.2310  C11 1.387, C13 1.386, H38 1.077
13 C 1.6608 1.4874 0.2928  C12 1.386, C14 1.490, C25 1.403
14 C 3.1440 1.6018 0.3824  C13 1.490, O15 1.217, N16 1.359
15 O 3.8174 2.1389 -0.4770  C14 1.217
16 N 3.6824 1.0866 1.5186  C14 1.359, C17 1.441, H39 1.008
17 C 5.0845 0.7659 1.6070  N16 1.441, C18 1.538, H40 1.094, H41 1.091
18 C 5.2976 -0.7513 1.4681  C17 1.538, N19 1.450, H42 1.095, H43 1.103
19 N 4.4611 -1.2901 0.4128  C18 1.450, C20 1.455, C24 1.451
20 C 4.9197 -0.9443 -0.9240  N19 1.455, C21 1.527, H44 1.089, H45 1.105
21 C 3.8812 -1.4194 -1.9375  C20 1.527, O22 1.411, H46 1.091, H47 1.100
22 O 3.6620 -2.8102 -1.8463  C21 1.411, C23 1.405
23 C 3.2539 -3.1570 -0.5472  O22 1.405, C24 1.530, H48 1.092, H49 1.101
24 C 4.2855 -2.7280 0.4982  N19 1.451, C23 1.530, H50 1.093, H51 1.105
25 C 1.0286 0.2922 0.6688  C13 1.403, C26 1.379, H52 1.081
26 C -0.3347 0.1231 0.5439  C25 1.379, C27 1.386, H53 1.080
27 C -1.0600 1.1884 0.0351  N7 1.376, C11 1.416, C26 1.386
28 C -4.5450 0.7196 0.7539  C6 1.393, C29 1.377, H54 1.079
29 C -5.5223 -0.2317 0.9424  C3 1.397, C28 1.377, H55 1.078
30 H -6.3042 -3.6750 -0.9667  C1 1.095
31 H -5.4651 -4.2149 0.5164  C1 1.095
32 H -7.2441 -4.1767 0.4597  C1 1.089
33 H -4.1246 -2.7829 -0.8017  C4 1.078
34 H -2.4117 -1.0813 -1.1494  C5 1.080
35 H -3.6511 3.9827 -1.8768  C9 1.086
36 H -4.3247 3.7111 -0.2727  C9 1.090
37 H -4.4874 2.4536 -1.5066  C9 1.088
38 H 1.4342 3.4543 -0.5329  C12 1.077
39 H 3.0712 0.5892 2.1470  N16 1.008
40 H 5.4903 1.1049 2.5651  C17 1.094
41 H 5.5799 1.3119 0.8024  C17 1.091
42 H 4.9956 -1.2359 2.4021  C18 1.095
43 H 6.3698 -0.9578 1.3093  C18 1.103
44 H 5.0188 0.1368 -1.0103  C20 1.089
45 H 5.8937 -1.4167 -1.1444  C20 1.105
46 H 4.2220 -1.2289 -2.9558  C21 1.091
47 H 2.9393 -0.8789 -1.7606  C21 1.100
48 H 3.1271 -4.2414 -0.5416  C23 1.092
49 H 2.2908 -2.6738 -0.3188  C23 1.101
50 H 3.9218 -2.9897 1.4954  C24 1.093
51 H 5.2315 -3.2683 0.3146  C24 1.105
52 H 1.6289 -0.5319 1.0277  C25 1.081
53 H -0.8155 -0.8001 0.8325  C26 1.080
54 H -4.6479 1.6960 1.2008  C28 1.079
55 H -6.4036 -0.0141 1.5241  C29 1.078

Total charge: 0
SMILES string: COc1ccc(-n2c(C)nc3cc(C(=O)NCCN4CCOCC4)ccc32)cc1
Spin multiplicity: 1


Entry 4:
ORCA calculation (the ωB97M-V functional and the def2-TZVPD basis) on C22H26N6O5 in the gas phase at a distorted geometry.

Bonds (Å) are listed after each position.
Atoms and positions in Å:
1 C 4.0542 0.5154 -0.6236  C2 1.520, H34 1.086, H35 1.087, H36 1.087
2 C 5.1674 0.2417 0.3747  C1 1.520, O3 1.431, H37 1.094, H38 1.095
3 O 4.8134 0.7571 1.6614  C2 1.431, C4 1.340
4 C 4.6892 -0.1237 2.6633  O3 1.340, O5 1.209, N6 1.367
5 O 4.9395 -1.3043 2.5907  C4 1.209
6 N 4.3117 0.4829 3.8286  C4 1.367, C7 1.450, C33 1.445
7 C 3.6473 1.7709 3.8635  N6 1.450, C8 1.542, H39 1.096, H40 1.089
8 C 2.2415 1.5921 4.4716  C7 1.542, N9 1.449, H41 1.090, H42 1.093
9 N 1.7578 0.2631 4.1545  C8 1.449, C10 1.351, C32 1.448
10 C 0.8878 0.1184 3.1313  N9 1.351, O11 1.213, C12 1.536
11 O 0.3757 1.0650 2.5710  C10 1.213
12 C 0.5373 -1.3214 2.7275  C10 1.536, N13 1.442, H43 1.094, H44 1.090
13 N -0.4401 -1.2680 1.6682  C12 1.442, N14 1.344, C30 1.381
14 N -1.7233 -1.2938 2.0671  N13 1.344, C15 1.279
15 C -2.6686 -1.0833 1.2314  N14 1.279, C16 1.485, N17 1.374
16 C -4.0948 -1.1218 1.6424  C15 1.485, H45 1.088, H46 1.089, H47 1.085
17 N -2.3821 -0.8141 -0.0851  C15 1.374, N18 1.322, C29 1.375
18 N -3.2564 -0.5696 -1.0462  N17 1.322, C19 1.334
19 C -2.5456 -0.3517 -2.1539  N18 1.334, C20 1.451, C28 1.413
20 C -3.1964 -0.0484 -3.4151  C19 1.451, C21 1.391, C27 1.398
21 C -2.4661 0.1820 -4.5768  C20 1.391, C22 1.383, H48 1.079
22 C -3.0977 0.4724 -5.7721  C21 1.383, C23 1.391, H49 1.079
23 C -4.4860 0.5385 -5.8289  C22 1.391, O24 1.360, C26 1.398
24 O -5.2104 0.8160 -6.9466  C23 1.360, C25 1.407
25 C -4.5262 1.0621 -8.1508  O24 1.407, H50 1.089, H51 1.095, H52 1.095
26 C -5.2255 0.3074 -4.6653  C23 1.398, C27 1.374, H53 1.079
27 C -4.5911 0.0194 -3.4808  C20 1.398, C26 1.374, H54 1.078
28 C -1.1632 -0.4656 -1.8835  C19 1.413, C29 1.378, H55 1.069
29 C -1.0853 -0.7667 -0.5412  N17 1.375, C28 1.378, C30 1.450
30 C 0.0028 -0.9944 0.3891  N13 1.381, C29 1.450, O31 1.217
31 O 1.1882 -0.9913 0.1144  C30 1.217
32 C 2.4899 -0.7971 4.8158  N9 1.448, C33 1.544, H56 1.088, H57 1.097
33 C 3.9699 -0.3753 4.9394  N6 1.445, C32 1.544, H58 1.092, H59 1.090
34 H 4.3560 0.1578 -1.6040  C1 1.086
35 H 3.1405 0.0052 -0.3291  C1 1.087
36 H 3.8567 1.5832 -0.6811  C1 1.087
37 H 5.3565 -0.8318 0.4693  C2 1.094
38 H 6.0918 0.7506 0.0818  C2 1.095
39 H 4.2359 2.4739 4.4633  C7 1.096
40 H 3.5778 2.1474 2.8437  C7 1.089
41 H 1.5449 2.3159 4.0484  C8 1.090
42 H 2.2627 1.7035 5.5592  C8 1.093
43 H 1.4277 -1.8202 2.3333  C12 1.094
44 H 0.1079 -1.8724 3.5645  C12 1.090
45 H -4.5557 -0.1562 1.4424  C16 1.088
46 H -4.6261 -1.8690 1.0557  C16 1.089
47 H -4.1637 -1.3552 2.6992  C16 1.085
48 H -1.3882 0.1366 -4.5560  C21 1.079
49 H -2.4968 0.6454 -6.6512  C22 1.079
50 H -5.2979 1.2591 -8.8933  C25 1.089
51 H -3.9373 0.1938 -8.4639  C25 1.095
52 H -3.8713 1.9358 -8.0702  C25 1.095
53 H -6.3010 0.3623 -4.7255  C26 1.079
54 H -5.1585 -0.1584 -2.5813  C27 1.078
55 H -0.3391 -0.3489 -2.5541  C28 1.069
56 H 2.4315 -1.7129 4.2313  C32 1.088
57 H 2.0617 -0.9831 5.8089  C32 1.097
58 H 4.1537 0.1767 5.8637  C33 1.092
59 H 4.6151 -1.2533 4.9089  C33 1.090

Total charge: 0
SMILES string: CCOC(=O)N1CCN(C(=O)Cn2nc(C)n3nc(-c4ccc(OC)cc4)cc3c2=O)CC1
Spin multiplicity: 1


The E_HOMO results, record by record, are as follows: -8.962, -8.552, -8.339, -8.025 eV.
The gap between HOMO and LUMO results, record by record, are as follows: 8.81, 9.21, 8.89, 8.68 eV.